Molecular formula: C12H14IN3O3Pt
Method: DFT, ωB97M-V/def2-TZVPD

```
34
C12H14IN3O3Pt (ωB97M-V/def2-TZVPD)
C 1.80545 1.95104 0.41875
C -0.30003 2.63713 0.07375
H 1.87133 2.30427 1.45798
H 2.90038 3.32918 -0.40619
H 2.62881 1.22362 0.27226
H -1.39126 2.68270 0.18555
H 0.07763 3.36394 0.79759
H -0.09111 2.89426 -0.96795
C 2.01051 -1.61461 0.79732
C 2.41403 -2.93900 0.91620
C 1.52531 -3.96524 0.56868
C 0.26040 -3.64494 0.09847
H 2.62928 -0.76155 1.07031
H 3.41079 -3.13953 1.28980
H 1.82419 -5.00523 0.66996
H -0.48518 -4.38290 -0.19042
N 0.77217 -1.32742 0.35364
C -0.10812 -2.30063 -0.01884
C -1.38168 -1.79856 -0.49411
N -1.48249 -0.43988 -0.50425
C -2.56278 0.19869 -0.99870
C -3.61934 -1.93253 -1.36599
C -3.65841 -0.53458 -1.42711
H -2.49850 1.28437 -1.00935
H -4.52901 0.00211 -1.79213
C -2.47211 -2.57136 -0.90750
H -2.35975 -3.64805 -0.84517
H -4.47594 -2.52099 -1.67857
Pt 0.04574 0.59864 0.36879
I -0.51421 0.98032 2.87667
O 1.63804 5.12363 1.34535
N 2.22098 5.15257 0.25518
O 1.91321 5.80203 -0.73168
O 1.98168 2.99849 -0.47825
```

Calculated values
Strongest force on any atom = 6.30 eV/A
ΔE to the lowest compared entry with this formula, charge and spin = 0.000 eV
LUMO level (alpha / beta) = -0.918 / -1.720 eV
Multiplicity = 3
Orbital gap (alpha / beta) = 5.879 / 5.656 eV
E = -1272.45541 Eh
Total charge = 0
Expectation value of S² = 2.0120

The net atomic charges from Löwdin, expressed in e, are: number 1, C, carries -0.42; number 2, C, carries -0.36; number 3, H, carries 0.02; number 4, H, carries 0.10; number 5, H, carries 0.04; number 6, H, carries -0.02; number 7, H, carries -0.01; number 8, H, carries 0.03; number 9, C, carries -0.10; number 10, C, carries -0.03; number 11, C, carries -0.04; number 12, C, carries 0.00; number 13, H, carries 0.11; number 14, H, carries 0.11; number 15, H, carries 0.11; number 16, H, carries 0.11; number 17, N, carries -0.10; number 18, C, carries -0.20; number 19, C, carries -0.20; number 20, N, carries -0.10; number 21, C, carries -0.08; number 22, C, carries -0.04; number 23, C, carries -0.04; number 24, H, carries 0.11; number 25, H, carries 0.11; number 26, C, carries 0.01; number 27, H, carries 0.11; number 28, H, carries 0.11; number 29, Pt, carries 0.77; number 30, I, carries 0.14; number 31, O, carries 0.06; number 32, N, carries -0.17; number 33, O, carries 0.08; number 34, O, carries -0.22


Molecular formula: C12H14N2O
Method: DFT, ωB97M-V/def2-TZVPD

```
29
C12H14N2O (ωB97M-V/def2-TZVPD)
C -0.10976 -2.71592 0.94971
C -1.08119 -1.41102 0.72998
C -2.09422 -1.44027 1.83037
C -0.30244 -0.11452 0.65719
C -0.33988 0.69421 1.69569
N -0.45337 1.50286 2.62335
C 0.68624 0.19380 -0.29942
C 0.63830 -0.27048 -1.62444
C 1.54901 0.19152 -2.60446
C 2.42654 1.15881 -2.24312
C 2.51054 1.58807 -0.90466
C 1.73065 1.01933 0.10802
H -0.20499 -2.81817 2.04451
H 0.75837 -2.43237 0.45955
H -0.62493 -3.57055 0.47084
H -1.59988 -1.45744 -0.27622
H -1.57672 -1.66883 2.67319
H -2.74602 -2.29404 1.64151
H -2.70392 -0.60309 2.14901
H -0.93604 2.35092 2.51684
H -0.31199 -0.71103 -1.81347
H 1.43589 -0.31294 -3.54450
H 3.02368 1.77717 -2.93140
H 3.34157 2.31644 -0.53004
H 1.82036 1.48702 1.11900
N -0.90166 2.51821 -1.29017
C -1.52915 1.53474 -1.02784
O -2.40486 0.80626 -0.91431
H -0.00011 2.68132 -1.66472
```

Calculated values
SMILES string = CC(C)C(=C=N)c1ccccc1.N=C=O
Strongest force on any atom = 4.60 eV/A
ΔE to the lowest compared entry with this formula, charge and spin = 4.013 eV
LUMO level = 0.728 eV
Multiplicity = 1
Orbital gap = 8.757 eV
E = -650.31080 Eh
Total charge = 0

The net atomic charges from Löwdin, expressed in e, are: number 1, C, carries 0.01; number 2, C, carries -0.34; number 3, C, carries -0.09; number 4, C, carries -0.25; number 5, C, carries -0.11; number 6, N, carries 0.20; number 7, C, carries -0.27; number 8, C, carries -0.02; number 9, C, carries -0.07; number 10, C, carries -0.12; number 11, C, carries -0.09; number 12, C, carries -0.04; number 13, H, carries 0.08; number 14, H, carries 0.04; number 15, H, carries 0.08; number 16, H, carries 0.13; number 17, H, carries 0.03; number 18, H, carries 0.10; number 19, H, carries 0.09; number 20, H, carries 0.06; number 21, H, carries 0.10; number 22, H, carries 0.10; number 23, H, carries 0.11; number 24, H, carries 0.14; number 25, H, carries 0.13; number 26, N, carries 0.24; number 27, C, carries -0.46; number 28, O, carries 0.18; number 29, H, carries 0.07